{
  "formula": "C51H38N4O7P2S2W",
  "method": "wB97M-V/def2-TZVPD",
  "elements": ["W", "O", "C", "N", "C", "O", "C", "C", "C", "C", "C", "N", "C", "C", "C", "C", "C", "N", "H", "H", "H", "H", "H", "H", "H", "H", "O", "C", "O", "C", "C", "C", "C", "C", "C", "S", "H", "H", "H", "H", "C", "P", "C", "C", "C", "C", "C", "C", "C", "C", "C", "C", "C", "C", "P", "C", "C", "C", "C", "C", "C", "C", "C", "C", "C", "C", "C", "H", "H", "H", "H", "H", "H", "H", "H", "H", "H", "H", "H", "H", "H", "H", "H", "H", "H", "H", "H", "H", "H", "O", "S", "O", "N", "C", "O", "C", "C", "C", "C", "C", "C", "H", "H", "H", "H"],
  "xyz": [[-0.152, -1.648, 0.372], [-1.858, -2.535, 4.136], [-1.641, -2.198, 2.992], [-0.435, -1.787, 2.431], [0.671, -1.737, 3.284], [0.717, -2.087, 4.446], [1.798, -1.113, 2.581], [3.066, -1.145, 3.154], [4.148, -0.636, 2.475], [3.898, -0.065, 1.215], [2.628, -0.043, 0.707], [1.530, -0.560, 1.336], [-2.699, -2.113, 1.973], [-3.891, -2.800, 2.153], [-4.830, -2.818, 1.142], [-4.586, -2.000, 0.029], [-3.410, -1.302, -0.047], [-2.394, -1.383, 0.850], [3.148, -1.638, 4.109], [5.148, -0.700, 2.868], [4.706, 0.334, 0.623], [2.447, 0.371, -0.281], [-4.012, -3.339, 3.078], [-5.718, -3.423, 1.209], [-5.310, -1.915, -0.767], [-3.249, -0.626, -0.872], [3.236, -3.425, 1.400], [2.561, -3.156, 0.430], [1.269, -2.911, 0.501], [3.134, -3.101, -0.946], [4.207, -3.949, -1.222], [4.782, -3.988, -2.476], [4.300, -3.147, -3.470], [3.249, -2.295, -3.209], [2.635, -2.272, -1.957], [1.269, -1.171, -1.771], [4.554, -4.582, -0.420], [5.595, -4.668, -2.683], [4.738, -3.152, -4.458], [2.874, -1.620, -3.962], [0.439, 2.278, 0.460], [-0.572, 0.884, -0.274], [-2.064, 1.432, 0.653], [-3.161, 2.111, 0.143], [-4.187, 2.500, 0.995], [-4.123, 2.218, 2.348], [-3.023, 1.551, 2.866], [-1.999, 1.169, 2.024], [-0.832, 1.348, -2.029], [-1.938, 0.893, -2.746], [-2.120, 1.252, -4.069], [-1.207, 2.081, -4.700], [-0.072, 2.486, -4.017], [0.126, 2.099, -2.705], [2.068, 2.936, -0.228], [1.534, 4.674, -0.516], [0.332, 4.961, -1.157], [-0.030, 6.269, -1.419], [0.806, 7.310, -1.053], [2.015, 7.032, -0.437], [2.386, 5.724, -0.186], [2.933, 3.215, 1.372], [2.302, 3.535, 2.568], [3.050, 3.738, 3.714], [4.432, 3.655, 3.676], [5.068, 3.360, 2.483], [4.321, 3.133, 1.341], [0.677, 1.898, 1.459], [-0.250, 3.125, 0.566], [-3.225, 2.332, -0.913], [-5.043, 3.022, 0.596], [-4.927, 2.524, 2.999], [-2.959, 1.318, 3.917], [-1.135, 0.640, 2.422], [-2.654, 0.230, -2.287], [-2.979, 0.883, -4.612], [-1.358, 2.371, -5.730], [0.667, 3.101, -4.504], [1.049, 2.368, -2.218], [-0.326, 4.160, -1.462], [-0.970, 6.473, -1.910], [0.518, 8.332, -1.251], [2.671, 7.839, -0.148], [3.340, 5.517, 0.278], [1.228, 3.644, 2.618], [2.550, 3.964, 4.645], [5.011, 3.828, 4.572], [6.145, 3.298, 2.445], [4.812, 2.897, 0.407], [-0.555, -6.011, 0.244], [-1.615, -5.080, 0.474], [-2.237, -5.070, 1.761], [-1.094, -3.531, 0.108], [-1.629, -3.130, -1.055], [-1.261, -1.938, -1.412], [-2.603, -3.990, -1.645], [-3.397, -3.793, -2.786], [-4.378, -4.721, -3.067], [-4.583, -5.838, -2.253], [-3.777, -6.057, -1.137], [-2.807, -5.134, -0.852], [-3.228, -2.926, -3.406], [-5.011, -4.584, -3.931], [-5.366, -6.540, -2.491], [-3.905, -6.922, -0.504]],
  "largest_force_ha_per_bohr": 0.0815,
  "total_energy_ev": -115871.9901,
  "spin_multiplicity": 1,
  "homo_energy_ha": [-0.2339, -0.2341],
  "lumo_energy_ev": [-0.74, -0.74],
  "e_above_lowest_ev": 3.143
}


{
  "formula": "C11H23BCl2IO3SSi2",
  "method": "wB97M-V/def2-TZVPD",
  "elements": ["C", "C", "Si", "C", "O", "Si", "C", "C", "S", "C", "C", "B", "O", "O", "C", "C", "Cl", "C", "C", "Cl", "H", "H", "H", "H", "H", "H", "H", "H", "H", "H", "H", "H", "H", "H", "H", "H", "H", "H", "H", "H", "H", "H", "H", "I"],
  "xyz": [[3.546, 1.430, 2.071], [2.277, 1.631, 1.389], [2.127, 1.136, -0.473], [3.392, 2.314, -1.364], [0.607, 1.528, -1.164], [-0.719, 0.664, -0.456], [-0.990, 0.994, 1.429], [-2.309, 1.364, -1.358], [-3.651, 0.097, -1.570], [-4.310, -0.463, 0.074], [-5.039, 0.701, 0.884], [-0.748, -1.266, -0.915], [-0.888, -2.300, 0.079], [-0.656, -1.538, -2.344], [0.158, -2.706, -2.616], [2.763, -0.630, -0.844], [3.603, -0.871, -2.473], [2.675, -1.762, -0.022], [2.015, -1.672, 1.414], [3.350, -3.392, -0.523], [3.764, 0.600, 2.809], [4.346, 2.227, 1.861], [1.440, 2.109, 1.988], [3.400, 1.968, -2.452], [3.123, 3.404, -1.234], [4.419, 2.050, -0.937], [-0.887, 2.113, 1.640], [-2.096, 0.636, 1.679], [-0.249, 0.481, 2.106], [-2.645, 2.282, -0.763], [-1.956, 1.707, -2.394], [-3.447, -0.925, 0.670], [-5.092, -1.266, -0.137], [-5.676, 0.186, 1.690], [-4.313, 1.376, 1.453], [-5.732, 1.346, 0.253], [-0.122, -2.906, 0.100], [-0.533, -3.540, -2.961], [0.817, -2.433, -3.517], [0.870, -2.999, -1.785], [2.786, -1.194, 2.114], [1.905, -2.748, 1.799], [1.013, -1.149, 1.451], [-2.337, 1.415, 3.352]],
  "total_charge": -1,
  "largest_force_ha_per_bohr": 0.1737,
  "total_energy_ev": -78333.2642,
  "spin_multiplicity": 1,
  "homo_energy_ha": -0.0871,
  "lumo_energy_ev": 1.27
}


{
  "formula": "C32H65AuN2OSbSi6",
  "method": "wB97M-V/def2-TZVPD",
  "elements": ["Au", "C", "Sb", "C", "C", "C", "C", "C", "C", "N", "Si", "C", "C", "C", "C", "C", "C", "C", "C", "C", "N", "Si", "C", "C", "C", "Si", "C", "C", "C", "H", "H", "H", "H", "H", "H", "H", "H", "H", "H", "H", "H", "H", "H", "H", "H", "H", "H", "H", "H", "H", "H", "H", "H", "H", "H", "H", "H", "H", "H", "H", "H", "H", "H", "H", "H", "H", "H", "C", "O", "Si", "C", "C", "C", "Si", "C", "C", "C", "Si", "C", "C", "C", "H", "H", "H", "H", "H", "H", "H", "H", "H", "H", "H", "H", "H", "H", "H", "H", "H", "H", "H", "H", "H", "H", "H", "H", "H", "H", "H"],
  "xyz": [[0.204, -0.416, 0.355], [2.103, 1.198, 2.652], [2.723, 1.512, 0.632], [2.147, -0.389, -0.285], [2.419, -0.332, -1.759], [1.408, -0.180, -2.708], [1.732, -0.190, -4.054], [3.056, -0.350, -4.425], [4.000, -0.489, -3.418], [3.699, -0.478, -2.124], [3.222, -1.765, 0.552], [4.971, -1.187, 0.898], [3.225, -3.250, -0.579], [2.490, -2.300, 2.208], [2.310, 3.639, 0.183], [0.970, 3.662, -0.483], [0.307, 4.847, -0.818], [-0.938, 4.779, -1.412], [-1.505, 3.537, -1.668], [-0.782, 2.416, -1.316], [0.421, 2.474, -0.740], [2.365, 4.690, 1.793], [2.726, 6.492, 1.427], [0.694, 4.601, 2.652], [3.736, 4.089, 2.929], [3.663, 4.139, -1.103], [3.246, 5.753, -1.949], [5.324, 4.244, -0.251], [3.720, 2.817, -2.422], [1.752, 0.173, 2.727], [1.298, 1.882, 2.910], [2.946, 1.348, 3.323], [0.381, -0.082, -2.384], [0.957, -0.082, -4.803], [3.356, -0.370, -5.463], [5.049, -0.615, -3.663], [5.449, -0.815, -0.008], [5.560, -2.023, 1.285], [5.005, -0.402, 1.660], [3.728, -3.044, -1.523], [2.212, -3.595, -0.795], [3.751, -4.068, -0.082], [2.949, -1.771, 3.045], [2.693, -3.364, 2.353], [1.407, -2.168, 2.274], [0.765, 5.804, -0.614], [-1.466, 5.688, -1.672], [-2.480, 3.440, -2.124], [-1.180, 1.421, -1.490], [1.965, 6.984, 0.820], [3.696, 6.645, 0.953], [2.752, 7.012, 2.389], [-0.125, 4.438, 1.948], [0.496, 5.546, 3.162], [0.655, 3.818, 3.410], [4.525, 3.543, 2.409], [3.362, 3.462, 3.738], [4.207, 4.960, 3.391], [3.069, 6.592, -1.279], [2.381, 5.644, -2.604], [4.099, 6.014, -2.583], [5.368, 5.029, 0.505], [6.091, 4.464, -0.998], [5.601, 3.299, 0.224], [2.722, 2.474, -2.709], [4.296, 1.946, -2.105], [4.199, 3.215, -3.319], [-1.986, 0.758, 2.100], [-1.812, -0.247, 1.089], [-2.684, -1.734, 1.148], [-1.989, -2.681, 2.590], [-4.453, -1.304, 1.556], [-2.426, -2.395, -0.555], [-1.346, -3.867, -0.998], [-0.289, -4.500, 0.414], [-0.144, -3.443, -2.371], [-2.491, -5.240, -1.564], [-3.510, -1.638, -1.896], [-3.887, 0.181, -1.555], [-5.117, -2.607, -1.953], [-2.731, -1.713, -3.599], [-3.047, 0.899, 2.300], [-1.567, 1.691, 1.725], [-1.473, 0.470, 3.020], [-2.244, -2.163, 3.518], [-0.906, -2.794, 2.548], [-2.427, -3.679, 2.650], [-4.553, -1.083, 2.621], [-5.114, -2.147, 1.345], [-4.822, -0.447, 0.993], [0.372, -3.728, 0.814], [0.348, -5.299, 0.023], [-0.869, -4.919, 1.237], [0.531, -2.640, -2.066], [-0.621, -3.143, -3.302], [0.468, -4.325, -2.580], [-3.256, -5.466, -0.818], [-1.915, -6.152, -1.738], [-2.998, -4.986, -2.497], [-4.882, 0.308, -1.127], [-3.873, 0.735, -2.498], [-3.170, 0.649, -0.879], [-5.535, -2.788, -0.962], [-4.972, -3.576, -2.434], [-5.861, -2.054, -2.531], [-1.773, -1.190, -3.650], [-3.412, -1.227, -4.304], [-2.580, -2.737, -3.945]],
  "total_charge": 1,
  "largest_force_ha_per_bohr": 0.0034,
  "total_energy_ev": -96761.5065,
  "spin_multiplicity": 3,
  "homo_energy_ha": [-0.3754, -0.4094],
  "lumo_energy_ev": [-2.17, -4.50],
  "e_above_lowest_ev": 0.440
}


{
  "formula": "C2H5ClOS",
  "method": "wB97M-V/def2-TZVPD",
  "elements": ["C", "C", "O", "S", "Cl", "H", "H", "H", "H", "H"],
  "xyz": [[-1.040, 0.556, 0.262], [-0.324, -0.639, -0.338], [0.854, -0.884, 0.387], [2.280, -0.796, -0.449], [3.101, 0.948, 0.215], [-0.465, 0.769, 1.280], [-1.062, 1.508, -0.271], [-2.119, 0.535, 0.400], [-0.180, -0.539, -1.333], [-1.047, -1.459, -0.152]],
  "largest_force_ha_per_bohr": 0.0821,
  "smiles": "CCOSCl",
  "total_energy_ev": -27558.7035,
  "spin_multiplicity": 1,
  "homo_energy_ha": -0.3344,
  "lumo_energy_ev": 0.22,
  "e_above_lowest_ev": 1.220
}


{
  "formula": "C30H56ClN5O23S6",
  "method": "wB97M-V/def2-TZVPD",
  "elements": ["H", "N", "C", "N", "N", "C", "C", "C", "C", "C", "C", "N", "C", "C", "C", "C", "S", "O", "O", "Cl", "C", "C", "N", "C", "C", "C", "C", "C", "O", "C", "C", "H", "H", "H", "H", "H", "H", "H", "H", "H", "H", "H", "H", "H", "H", "H", "H", "H", "H", "H", "H", "H", "H", "H", "H", "H", "H", "H", "H", "H", "H", "H", "H", "H", "H", "H", "O", "S", "O", "O", "C", "C", "O", "H", "H", "H", "H", "O", "S", "O", "O", "C", "C", "O", "H", "H", "H", "H", "O", "S", "O", "O", "C", "C", "O", "H", "H", "H", "H", "O", "S", "O", "O", "C", "C", "O", "H", "H", "H", "H", "O", "S", "O", "O", "C", "C", "O", "H", "H", "H", "H"],
  "xyz": [[-0.733, -3.746, -4.595], [-0.970, -2.769, -4.717], [-0.110, -2.207, -5.458], [1.019, -2.918, -5.951], [-0.198, -0.853, -5.836], [-1.452, -0.233, -5.357], [-1.349, 0.218, -3.890], [-0.780, 1.635, -3.789], [-1.059, 2.356, -2.473], [-0.487, 1.712, -1.186], [0.741, 1.007, -1.556], [1.727, 0.434, -1.783], [-0.172, 2.861, -0.184], [1.308, 3.202, -0.043], [2.058, 2.310, 0.962], [3.139, 3.130, 1.682], [4.589, 2.141, 2.026], [4.214, 0.774, 2.148], [5.253, 2.602, 3.207], [5.808, 2.384, 0.388], [-1.415, 0.682, -0.456], [-1.160, -0.709, -0.810], [-0.937, -1.847, -1.033], [-2.911, 0.989, -0.552], [-3.823, -0.049, 0.078], [-3.685, -0.181, 1.601], [-2.696, -1.307, 1.986], [-3.183, -2.152, 3.147], [-2.539, -3.398, 3.317], [-1.169, -3.419, 2.983], [-0.498, -4.633, 3.593], [1.680, -2.279, -6.380], [1.500, -3.259, -5.127], [0.530, -0.402, -5.287], [-1.575, 0.660, -5.966], [-2.299, -0.879, -5.523], [-2.308, 0.112, -3.404], [-0.631, -0.457, -3.439], [0.271, 1.660, -4.059], [-1.276, 2.225, -4.560], [-0.576, 3.326, -2.560], [-2.121, 2.557, -2.426], [-0.669, 3.760, -0.523], [-0.563, 2.656, 0.808], [1.832, 3.266, -0.991], [1.347, 4.207, 0.377], [1.342, 1.877, 1.650], [2.527, 1.474, 0.459], [3.374, 3.981, 1.058], [2.767, 3.445, 2.649], [-1.152, 0.730, 0.598], [-3.160, 1.010, -1.607], [-3.124, 1.981, -0.166], [-4.839, 0.286, -0.120], [-3.743, -0.996, -0.439], [-3.377, 0.769, 2.016], [-4.647, -0.427, 2.039], [-1.716, -0.868, 2.145], [-2.609, -1.966, 1.132], [-3.199, -1.576, 4.076], [-4.224, -2.383, 2.933], [-1.041, -3.503, 1.906], [-0.635, -2.548, 3.358], [0.549, -4.566, 3.308], [-0.555, -4.633, 4.667], [-0.883, -5.541, 3.143], [-5.659, 3.858, 0.381], [-5.816, 3.161, 1.604], [-4.708, 2.673, 2.340], [-6.854, 1.965, 1.369], [-7.963, 2.086, 2.270], [-8.084, 3.574, 2.525], [-6.726, 4.033, 2.592], [-7.725, 1.541, 3.185], [-8.858, 1.665, 1.820], [-8.603, 3.800, 3.451], [-8.577, 4.084, 1.695], [10.459, -0.938, 5.260], [10.286, 0.053, 4.263], [11.389, 0.662, 3.617], [9.318, 1.192, 4.849], [8.165, 1.341, 4.006], [7.966, -0.021, 3.390], [9.290, -0.507, 3.133], [8.390, 2.091, 3.244], [7.307, 1.663, 4.586], [7.393, 0.021, 2.468], [7.480, -0.707, 4.087], [0.778, -6.477, 5.256], [1.228, -7.820, 5.274], [0.836, -8.731, 6.283], [2.830, -7.812, 5.160], [3.250, -8.566, 4.017], [2.107, -8.432, 3.032], [0.930, -8.487, 3.846], [3.395, -9.604, 4.323], [4.183, -8.168, 3.629], [2.093, -9.230, 2.296], [2.128, -7.466, 2.523], [-4.573, -0.540, -3.142], [-5.742, -1.300, -3.396], [-6.634, -1.667, -2.360], [-5.322, -2.606, -4.217], [-6.028, -2.659, -5.462], [-6.283, -1.210, -5.817], [-6.581, -0.584, -4.561], [-6.962, -3.203, -5.305], [-5.430, -3.173, -6.209], [-7.114, -1.085, -6.505], [-5.390, -0.738, -6.233], [3.133, 6.787, -3.046], [4.375, 7.346, -2.654], [4.684, 8.710, -2.867], [5.548, 6.434, -3.257], [6.389, 5.944, -2.205], [5.475, 5.853, -1.002], [4.631, 7.006, -1.105], [7.194, 6.663, -2.042], [6.813, 4.982, -2.480], [6.017, 5.867, -0.061], [4.845, 4.962, -1.048]],
  "largest_force_ha_per_bohr": 0.0819,
  "smiles": "[H]/N=C(\\N)NCCCC[C@@](C#N)(CCCCS(=O)(=O)Cl)[C@H](C#N)CCCCCOCC.O=S1(=O)OCCO1.O=S1(=O)OCCO1.O=S1(=O)OCCO1.O=S1(=O)OCCO1.O=S1(=O)OCCO1",
  "total_energy_ev": -164088.6408,
  "spin_multiplicity": 1,
  "homo_energy_ha": -0.3338,
  "lumo_energy_ev": -0.58,
  "e_above_lowest_ev": 0.000
}


{
  "formula": "C4H9NO2",
  "method": "wB97M-V/def2-TZVPD",
  "elements": ["C", "O", "C", "C", "C", "N", "O", "H", "H", "H", "H", "H", "H", "H", "H", "H"],
  "xyz": [[1.960, 0.293, -0.210], [1.316, -0.433, 0.813], [0.079, 0.141, 1.179], [-0.980, -0.143, 0.135], [-1.287, -1.558, -0.278], [-1.517, 0.730, -0.620], [-1.021, 2.027, -0.412], [2.961, -0.130, -0.325], [1.426, 0.222, -1.170], [2.048, 1.359, 0.051], [0.187, 1.221, 1.311], [-0.209, -0.306, 2.136], [-0.886, -2.304, 0.408], [-0.808, -1.697, -1.251], [-2.358, -1.710, -0.433], [-0.910, 2.287, -1.333]],
  "largest_force_ha_per_bohr": 0.0109,
  "smiles": "COC/C(C)=N\\O",
  "total_energy_ev": -9876.5834,
  "spin_multiplicity": 1,
  "homo_energy_ha": -0.3539,
  "lumo_energy_ev": 0.94,
  "e_above_lowest_ev": 3.477
}


- What is the formula in the sixth record?
  C4H9NO2